# 1
ORCA calculation (the ωB97M-V functional and the def2-TZVPD basis) on a structure of composition C21H74AlBNO29.

Positions of all 127 atoms, in Å:
C 4.24348 -0.93969 3.27572
B 2.68235 -0.66668 3.76015
O 2.23673 -0.84713 5.14615
Al 1.29261 -0.09131 2.33967
C 2.11473 1.57142 1.38564
C 1.00782 2.39902 0.56169
C 0.84197 1.97384 -0.96941
O 1.57160 1.16998 -1.61834
O -0.27759 2.56827 -1.68545
C 0.89930 -1.46466 0.88015
C 1.70226 -2.86038 0.99236
C 2.87297 -2.92846 -0.10938
O 4.10011 -2.93107 0.31972
N 2.68784 -2.99376 -1.57454
C 1.27578 -3.41025 -1.80369
C 0.12126 -2.40596 -2.20817
C -1.36594 -2.84276 -2.39935
C -1.68565 -4.36581 -2.15888
C -0.55269 -5.37533 -1.77771
C 0.93308 -4.92153 -1.58282
C -0.35118 0.61258 3.34453
C -1.62425 -0.34758 3.30595
O -2.03387 -0.84385 4.42908
C -2.48607 -0.73394 2.01215
C -2.88251 -2.26596 1.89340
C -3.75869 -2.76801 0.69642
C -4.19750 -1.72699 -0.39295
C -3.82993 -0.21200 -0.33931
C -2.96304 0.27639 0.88850
H 5.00125 -0.39330 3.94224
H 4.41346 -2.08587 3.37451
H 4.42002 -0.57913 2.19626
H 1.92366 -1.79073 5.21787
H 2.67424 2.18353 2.18185
H 2.86717 1.15124 0.62381
H -0.05076 2.35429 1.02977
H 1.31608 3.51290 0.58210
H -1.05734 1.96080 -1.64039
H -0.22478 -1.70674 0.77602
H 1.19982 -0.98911 -0.13902
H 2.19999 -3.05488 2.00923
H 0.90812 -3.70171 0.87998
H 3.34867 -3.70864 -1.94966
H 0.46777 -1.30645 -2.32881
H -2.13972 -2.04941 -2.65857
H -2.79264 -4.66487 -2.27631
H -0.77949 -6.49034 -1.60766
H 1.76264 -5.64198 -1.27197
H -0.03787 0.72398 4.45463
H -0.68955 1.65078 2.99543
H -2.54619 -3.01831 2.68796
H -4.03046 -3.87456 0.65803
H -4.82253 -2.08768 -1.29591
H -4.15645 0.52328 -1.16825
H -2.65370 1.36855 1.01673
O -3.43933 3.42805 0.90391
H -3.05007 4.03654 0.26197
H -3.63161 3.98591 1.66877
O 0.41569 3.11906 4.71446
H 0.56901 2.79243 5.61001
H -0.51722 3.36753 4.71358
O -0.08095 -3.55005 4.62045
H -0.55142 -4.39306 4.62699
H -0.78767 -2.88598 4.61378
O 3.63654 -5.30760 2.96745
H 4.01585 -4.69302 2.32186
H 3.46144 -4.75475 3.74046
O -1.88782 1.16004 -3.60317
H -1.86278 2.01996 -4.04151
H -1.11268 0.69689 -3.95203
O 3.99047 2.80665 -0.95577
H 3.29314 2.17162 -1.18580
H 4.80102 2.28253 -0.98182
O 0.31121 -0.60704 -4.98321
H -0.08901 -1.29172 -4.42857
H 1.19644 -0.94431 -5.16797
O -5.53737 -3.31810 3.75376
H -5.14684 -2.70570 3.11445
H -5.73019 -2.76343 4.51985
O -6.50835 2.03286 -0.24795
H -5.67461 1.60923 0.01247
H -6.33755 2.35739 -1.14072
O -0.75807 5.14401 1.20254
H -0.43788 4.82621 2.05796
H -0.35234 4.54302 0.56331
O -3.83545 -1.81047 -4.08279
H -3.61861 -0.90870 -3.80554
H -3.69938 -1.79947 -5.03877
O 0.52017 7.87709 0.22488
H 0.12054 7.19379 0.78117
H 1.40598 7.54032 0.04092
O 5.99831 3.56044 -3.69860
H 5.32143 3.73077 -3.02741
H 5.86545 2.63317 -3.93400
O -6.55812 -3.62949 -2.99191
H -7.01444 -2.82999 -3.28236
H -5.69806 -3.58052 -3.43231
O -2.71981 4.39949 4.66510
H -3.18678 3.55268 4.67170
H -3.42786 5.05641 4.65968
O 8.10524 4.92525 -2.28200
H 7.59996 4.51926 -3.00210
H 8.15865 4.23021 -1.61354
O -3.66229 -5.55778 -4.58589
H -4.35527 -6.18774 -4.82539
H -2.85158 -6.08281 -4.60713
O -5.58211 6.08096 4.16450
H -5.19873 6.69317 3.52249
H -5.77262 6.63615 4.93146
O 3.29904 5.70053 -2.94510
H 2.79780 5.29683 -3.66475
H 3.35114 5.00313 -2.27652
O 8.48271 3.50691 -5.73612
H 7.80670 3.67649 -5.06612
H 8.35145 2.58021 -5.97144
O 2.18014 -7.15952 4.77212
H 2.56024 -6.54475 4.12748
H 2.00392 -6.60888 5.54511
O -4.04202 -6.60277 -7.13504
H -3.82379 -5.70244 -6.85704
H -3.90683 -6.59265 -8.09088
O -6.18079 3.09809 2.92633
H -5.98205 4.00347 3.19389
H -6.03199 3.09821 1.97347
O 10.51181 3.36075 -2.56844
H 10.05054 4.16112 -2.86047
H 11.36394 3.40391 -3.01930

Output
- orbital gap (eV) = 5.9
- net charge = -1
- ΔE to the lowest compared entry with this formula, charge and spin (kJ/mol) = 0.0
- HOMO (eV) = -4.7
- calculated total energy (eV) = -91112.0842


# 2
ORCA calculation (the ωB97M-V functional and the def2-TZVPD basis) on a cluster of 30 separate species, C21H78Cl2FN2O36P in total.

Positions of all 141 atoms, in Å:
C -3.35639 -1.70933 1.34085
C -3.12071 -0.41053 2.05679
Cl -4.32660 -0.01535 3.20113
C -2.07026 0.39623 1.88201
Cl -1.90122 1.87336 2.73693
C -0.96000 0.09609 0.97830
C -0.03724 -0.84452 1.23658
C -0.11069 -1.67056 2.46772
O -0.29904 -1.22045 3.55450
N 0.03294 -3.08827 2.23056
C -0.54791 -3.87610 3.23408
O -0.11465 -4.22163 4.27135
F -1.76724 -4.23635 2.81066
C 1.07899 -1.08188 0.26599
O 1.55113 -2.19132 0.12569
C 1.51675 0.09927 -0.50976
C 0.53892 1.05490 -0.79181
C 0.84391 2.16330 -1.54501
C 2.13030 2.37697 -2.04253
C 2.30907 3.60963 -2.89482
C 3.30608 4.67380 -2.42187
O 3.45329 4.69701 -0.99925
C 3.12936 1.42969 -1.73951
P 4.76483 1.70705 -2.46168
O 4.75113 2.24962 -3.84024
C 2.83515 0.27943 -0.96848
C 3.87849 -0.75569 -0.65539
C 3.81326 -1.97576 -1.55980
O 3.03918 -2.05518 -2.47156
N 4.73627 -3.03293 -1.29849
C 4.51889 -3.64896 0.00967
C 6.13661 -2.55191 -1.39890
C -0.82784 0.86205 -0.28762
O -1.80529 1.28466 -0.86281
H -2.94246 -2.50256 1.95618
H -2.89555 -1.65925 0.36110
H -4.42249 -1.84599 1.27116
H 1.01886 -3.31301 2.13207
H 0.07311 2.88355 -1.76451
H 2.61716 3.28531 -3.88596
H 1.34536 4.09103 -3.01463
H 2.92162 5.65331 -2.69163
H 4.26258 4.57369 -2.92435
H 4.32701 4.39255 -0.74510
H 5.47245 0.50291 -2.39101
H 5.44802 2.55294 -1.56456
H 4.88723 -0.37209 -0.71666
H 3.75856 -1.09260 0.37088
H 3.46421 -3.87787 0.12740
H 4.79440 -2.99195 0.84149
H 5.09464 -4.56431 0.07930
H 6.18915 -1.59085 -1.89573
H 6.70383 -3.26068 -1.99122
H 6.58199 -2.42907 -0.41343
O 5.27619 -3.55585 -4.23379
H 4.46711 -3.13810 -3.90299
H 4.98125 -4.05502 -5.00284
O -3.55904 -6.33650 1.40736
H -3.45239 -7.22129 1.78230
H -3.00108 -5.77573 1.95571
O 7.85290 -3.90680 -5.69057
H 7.03192 -3.50611 -5.37265
H 7.61829 -4.37194 -6.49842
O -1.18054 4.01928 -3.56967
H -1.86608 3.42767 -3.23542
H -0.57458 3.45304 -4.06664
O 10.29985 -2.30196 -5.86515
H 9.54379 -2.87088 -5.65349
H 10.94993 -2.89261 -6.25462
O 1.34554 3.60782 0.81084
H 0.58606 3.48889 1.39973
H 1.46975 4.56075 0.81094
O -5.67860 0.71142 -0.03110
H -5.09329 0.72876 0.73391
H -6.26867 1.45415 0.12999
O -4.40387 -8.72208 3.14869
H -4.83440 -8.02254 3.65597
H -5.05044 -8.90695 2.45997
O -4.09722 2.07326 -2.94387
H -4.71932 2.66758 -2.51471
H -3.55449 1.75080 -2.21773
O -2.55298 0.50640 5.81613
H -3.23739 -0.02895 6.22717
H -1.96678 -0.14856 5.41780
O -6.13545 -6.54028 2.76074
H -6.96552 -6.05240 2.71104
H -5.72219 -6.43855 1.89307
O -0.87750 4.68698 2.14552
H -1.49366 5.34704 1.80765
H -0.84807 4.80950 3.10286
O -7.74661 0.85816 1.97628
H -8.07919 -0.04040 1.87684
H -8.10927 1.14860 2.81922
O -10.57068 0.71062 1.61030
H -10.01525 1.42101 1.27253
H -10.93227 0.28349 0.82812
O 3.27461 6.93188 0.66702
H 2.41622 7.31518 0.87335
H 3.10108 6.27403 -0.02844
O -2.38230 4.31005 -0.90861
H -1.63798 4.92076 -0.87706
H -1.96920 3.44103 -0.80269
O 8.53656 -0.93984 -2.29778
H 9.23167 -0.27553 -2.34071
H 9.01469 -1.77218 -2.22451
O -0.34064 2.04967 -5.63322
H -1.12877 1.52392 -5.46219
H 0.30452 1.41964 -5.97721
O 4.55904 8.29497 3.25374
H 4.94548 9.09116 2.87153
H 4.31305 7.76023 2.48856
O -1.30244 -2.36353 6.71823
H -1.98628 -2.91404 7.11096
H -0.72786 -2.98336 6.25423
O -2.03257 7.34444 1.04286
H -1.97718 8.24441 1.37750
H -2.96336 7.21780 0.82813
O -1.07609 -9.17233 0.90922
H -1.95924 -9.08589 1.28157
H -0.67821 -8.30413 1.02106
O -1.33560 -2.24160 -1.77988
H -0.40221 -2.44478 -1.64624
H -1.35134 -1.35083 -2.14701
O -8.98262 -4.90648 3.37699
H -9.83940 -5.18110 3.71842
H -8.47026 -4.69110 4.16413
O -5.70909 -3.04114 0.00242
H -6.61390 -2.71307 0.07030
H -5.49018 -2.96321 -0.93192
O -7.59983 -3.64499 1.87719
H -8.28920 -4.15803 2.31427
H -6.99892 -4.29311 1.49201
O 4.45212 11.19774 1.72283
H 4.44928 12.10663 2.03761
H 3.55049 11.04023 1.42678
O 1.50950 -0.01807 -7.06982
H 2.21247 0.63398 -6.96743
H 1.94356 -0.86241 -6.91440
O -0.01011 4.56843 4.65201
H 0.31321 3.76789 5.07666
H 0.47226 5.28353 5.07844

Output
- orbital gap (eV) = 7.0
- ΔE to the lowest compared entry with this formula, charge and spin (kJ/mol) = 0.0
- HOMO (eV) = -9.0
- calculated total energy (eV) = -136784.3805


# 3
ORCA calculation (the ωB97M-V functional and the def2-TZVPD basis) on a cluster of 18 separate species, C21H81N4O20P2S in total.

Positions of all 129 atoms, in Å:
C 2.60799 2.01164 -2.28711
C 1.61724 1.33234 -3.18801
N 1.69661 0.16380 -3.66338
C 0.36915 2.10436 -3.58777
N -0.86413 1.59196 -2.97536
C -1.16277 1.69155 -1.71295
N -0.21143 2.36864 -0.93169
N -2.36644 1.25504 -1.22568
P -2.48497 1.07548 0.59670
S -4.16959 1.72757 1.26040
P -3.08001 -0.13876 -1.99947
O -4.00228 -0.85040 -1.14072
O -1.86893 -0.97549 -2.52593
O -3.76006 0.48982 -3.29487
H 2.43967 3.08397 -2.24709
H 3.62902 1.79741 -2.59108
H 2.49363 1.65361 -1.26455
H 2.55411 -0.30010 -3.36399
H 0.46175 3.16773 -3.39170
H 0.23307 1.97880 -4.65853
H -1.51065 1.14544 -3.61032
H -0.71373 3.07211 -0.37568
H 0.21644 1.70509 -0.28985
H -1.44013 1.85832 1.07880
H -2.20443 -0.26537 0.92760
H -1.87599 -1.15631 -3.49318
H -3.87709 1.44691 -3.23047
C -3.83705 -3.59812 -3.79978
O -4.83072 -4.04845 -2.89352
H -3.96003 -4.13687 -4.73387
H -3.94713 -2.52481 -4.00035
H -2.83158 -3.79702 -3.41396
H -4.72400 -3.57432 -2.06241
C -7.73229 -1.43259 0.02079
O -6.38719 -1.41290 0.49529
H -8.33540 -1.95142 0.76251
H -8.12946 -0.42194 -0.10244
H -7.81621 -1.96949 -0.92725
H -5.85831 -0.95914 -0.15679
C -2.85992 -7.12462 -4.72801
O -3.56316 -6.34080 -5.69988
H -1.83238 -6.77340 -4.72534
H -3.29398 -6.99154 -3.73505
H -2.87270 -8.18321 -4.99158
H -4.47416 -6.64687 -5.71823
C -1.76617 5.44821 1.28786
O -1.53816 4.02334 1.25597
H -0.83191 5.92779 1.00539
H -2.55270 5.74766 0.59404
H -2.03656 5.76329 2.29648
H -2.36183 3.58585 1.52962
C 2.58864 4.29905 1.49980
O 2.40808 2.97159 0.99532
H 3.64649 4.41452 1.71915
H 2.29248 5.04874 0.76140
H 2.01643 4.45305 2.41341
H 1.47584 2.85581 0.80651
C 0.98853 4.01321 4.64648
O 0.04851 3.05979 4.16642
H 1.52688 3.54450 5.46553
H 1.70998 4.30013 3.87946
H 0.49368 4.91286 5.02189
H -0.44712 3.44999 3.43979
C -2.01122 -2.04931 3.35454
O -2.80413 -1.54059 2.26194
H -0.96731 -1.83444 3.14084
H -2.30186 -1.55842 4.28338
H -2.13537 -3.12805 3.46020
H -3.74138 -1.71654 2.44516
C -3.57533 7.13981 -2.08162
O -3.75716 7.09043 -0.67040
H -2.59076 6.72553 -2.28995
H -4.32813 6.54539 -2.60591
H -3.60682 8.16450 -2.45642
H -4.62063 7.46114 -0.46724
C -0.77281 -4.93172 -8.12758
O -1.18850 -5.71052 -7.00736
H 0.31035 -4.85039 -8.08045
H -1.05335 -5.41697 -9.06632
H -1.21248 -3.92992 -8.10249
H -2.15872 -5.78900 -6.97527
C -2.29313 -1.86303 -6.72243
O -2.29323 -0.63995 -5.96119
H -1.50612 -2.50316 -6.33476
H -3.24702 -2.37289 -6.61977
H -2.10339 -1.65477 -7.77552
H -2.99338 -0.08958 -6.32657
C -5.35030 -3.70490 4.12302
O -5.04357 -2.32233 4.26525
H -4.54291 -4.26074 4.59399
H -6.28777 -3.96099 4.62383
H -5.41405 -3.99313 3.07177
H -5.74356 -1.81389 3.84758
C 6.13832 2.25216 -0.92572
O 5.65474 2.58500 0.37345
H 7.19764 2.02811 -0.83719
H 5.62303 1.36612 -1.31270
H 6.01447 3.08941 -1.61547
H 4.71641 2.78158 0.29505
C 0.78800 -0.78198 5.15310
O 1.32816 -2.08667 5.00249
H -0.24079 -0.89271 5.48651
H 1.33462 -0.19759 5.89901
H 0.79963 -0.24017 4.20171
H 2.24550 -2.01186 4.71243
C 8.80487 4.96312 -2.02091
O 7.64497 4.66831 -2.79540
H 8.53669 4.81129 -0.97840
H 9.63486 4.29815 -2.27096
H 9.12429 5.99911 -2.15416
H 7.86307 4.79819 -3.72180
C 4.99869 -2.77266 3.43016
O 4.01452 -3.10221 4.40981
H 4.51406 -2.13569 2.69356
H 5.82523 -2.22264 3.88071
H 5.38849 -3.65874 2.92333
H 4.43767 -3.66283 5.07462
C 5.69382 -4.99619 7.50907
O 5.75521 -4.77049 6.09979
H 5.36818 -4.06608 7.96652
H 4.97712 -5.78133 7.75659
H 6.67405 -5.26183 7.90826
H 6.04382 -5.58274 5.67529
C 5.02485 0.23175 6.46345
O 4.77207 -0.19322 5.13171
H 5.65042 1.11904 6.40405
H 4.10142 0.48964 6.98993
H 5.55671 -0.53305 7.03662
H 4.22778 -0.98890 5.16652

Output
- orbital gap (eV) = 8.0
- net charge = +1
- HOMO (eV) = -11.3
- calculated total energy (eV) = -99403.6861